This record from OMol25 describes a 2-piece molecular cluster, C4H12NO2 overall. The level of theory is ωB97M-V/def2-TZVPD.

HOMO energy   -3.28 eV
E_LUMO   4.231 eV

Structure (ORCA input):
```
! wB97M-V def2-TZVPD RIJCOSX def2/J DEFGRID3
* xyz -1 1
N -0.120 1.507 -1.309
C -0.664 -1.191 0.502
O 2.287 -0.723 1.977
H 1.603 -1.147 1.253
O 0.591 -1.723 0.451
H -1.911 0.615 -0.822
H 0.644 1.923 -0.789
H 1.251 -0.138 -1.441
H 0.797 0.631 -3.013
H -1.230 -1.698 1.364
C 0.452 0.334 -2.017
H -1.314 -1.382 -0.377
H -0.292 -0.463 -2.049
C -0.613 0.362 0.915
H 2.114 -1.347 2.692
H 0.387 0.761 1.080
H -1.565 2.111 0.107
C -1.160 1.198 -0.308
H -1.256 0.371 1.784
*
```

=====

This record from OMol25 describes a 6-piece molecular cluster, C24H66N6O6 overall. The level of theory is ωB97M-V/def2-TZVPD.

SMILES   COC[C@H](C)N.COC[C@H](C)N.COC[C@H](C)N.COC[C@H](C)N.COC[C@H](C)N.COC[C@H](C)N
HOMO energy   -9.06 eV
E_LUMO   0.596 eV

Structure (ORCA input):
```
! wB97M-V def2-TZVPD RIJCOSX def2/J DEFGRID3
* xyz 0 1
C -0.435 -3.162 1.146
H 3.809 2.757 -0.514
H 0.726 2.443 -1.375
C 3.807 3.182 -1.518
H -0.917 -2.155 2.822
C -1.442 0.916 -2.732
H -0.782 1.367 -3.473
H 2.275 -3.836 -3.220
O -5.001 2.475 -0.011
C -1.018 4.307 2.160
H 3.605 -2.905 1.611
C -1.308 1.783 -1.488
H -0.759 -0.902 -4.434
H -2.430 -1.303 -3.806
H -4.340 0.392 -1.340
H -5.662 -0.052 0.360
H 5.116 -8.523 -1.279
H -1.979 1.431 -0.704
H -0.076 4.494 1.644
C -1.713 5.184 5.740
C -1.159 -2.559 -0.043
C 1.419 -4.498 -3.091
H 0.935 4.239 -0.367
H 3.527 -5.163 -1.841
C 3.764 -7.206 -2.170
H 3.390 -1.833 0.164
O 2.439 3.403 -1.691
O 1.900 -3.263 0.460
H -0.702 3.518 6.747
C -4.597 0.095 0.543
N 0.054 1.806 -0.970
H -6.800 2.553 1.042
H 5.027 -7.803 -3.519
O -1.066 -0.466 -2.498
N 5.694 1.870 -2.564
H -0.951 -2.263 -3.359
H -0.993 -1.487 0.069
H -4.724 1.885 1.925
H -4.258 -1.896 1.643
H 3.967 2.494 -3.487
H 5.889 1.275 -3.356
H -3.023 4.104 6.613
H 0.571 0.975 -1.218
N -2.873 5.101 6.569
H -0.661 3.756 -2.115
C 4.761 -7.512 -1.078
H -0.427 -4.248 1.059
H -1.159 3.231 2.271
C 3.240 -2.827 0.587
H -1.907 3.339 4.435
H 3.717 0.468 -1.241
C -1.594 3.319 -1.759
N -4.000 -0.320 -0.709
H 4.563 3.966 -1.563
O -0.933 4.792 3.496
C -1.359 -1.283 -3.607
H -2.968 4.577 3.920
H -3.311 1.790 0.956
H 3.922 -3.409 -0.033
H 5.697 -6.962 -0.988
H -6.792 3.351 -0.406
C -4.383 1.599 0.930
H 0.866 -4.197 -2.201
H 1.382 -3.170 2.434
H 4.414 -7.615 -0.050
H 1.219 -1.669 1.485
H 3.797 -6.989 -4.041
H 0.434 4.568 5.898
H 5.954 1.218 -1.837
H 2.399 0.827 -2.248
C -1.997 4.424 4.391
H 3.820 0.078 -2.939
H -0.653 -2.853 -0.962
H -1.828 3.829 -0.825
H -2.206 -2.644 2.097
H 2.431 4.559 0.142
C 4.252 2.107 -2.509
H -2.476 0.866 -3.074
C 3.489 0.844 -2.239
H -1.431 6.201 5.466
H -0.361 5.288 7.276
N 4.497 -6.968 -3.313
H -6.892 1.601 -0.503
H 0.727 -4.507 -3.933
C -6.418 2.425 0.030
C -4.100 -0.818 1.658
O 1.966 -5.850 -2.960
H 3.106 -8.072 -2.236
H -3.068 -0.624 1.950
H -1.896 4.773 1.713
C 1.919 4.403 -0.808
H 2.163 -5.986 -1.027
H -4.730 -0.525 2.499
N -1.272 -2.956 2.318
H 1.936 5.338 -1.367
H -3.000 -0.174 -0.709
H -2.231 -2.748 0.016
C -0.487 4.553 6.481
H -2.355 3.478 -2.523
C 2.836 -6.005 -1.885
C 1.070 -2.749 1.479
H -2.588 5.336 7.509
*
```

=====

This record from OMol25 describes a single C6H8 molecule. The level of theory is ωB97M-V/def2-TZVPD.

SMILES   C1[C@H]2C[C@H]3[C@@H]1[C@@H]23
HOMO energy   -8.83 eV
E_LUMO   1.201 eV

Structure (ORCA input):
```
! wB97M-V def2-TZVPD RIJCOSX def2/J DEFGRID3
* xyz 0 1
H -1.350 -1.301 -1.340
C 1.263 -0.595 -0.354
H 1.295 1.760 -0.482
H -1.977 -0.488 0.500
C -0.137 0.541 0.904
H 2.176 -0.705 0.248
C -1.218 -0.673 -0.447
H -0.008 -1.827 1.133
C 0.006 -0.964 0.457
C -0.747 0.737 -0.584
H 1.379 -1.076 -1.339
H -0.096 1.002 1.891
C 0.744 0.838 -0.288
H -1.317 1.595 -0.945
*
```

=====

This record from OMol25 describes C20H18Br2IrN5O3S as an isolated structure. The level of theory is ωB97M-V/def2-TZVPD.

HOMO energy (alpha / beta)   -10.04 / -10.03 eV
E_LUMO (alpha / beta)   -3.676 / -5.766 eV
<S²>   0.7843

Structure (ORCA input):
```
! wB97M-V def2-TZVPD RIJCOSX def2/J DEFGRID3
* xyz 1 2
C 0.971 -0.191 -2.716
H -0.997 -4.541 -1.446
N 1.756 -0.577 0.146
H 1.168 5.022 -0.088
H 3.296 -1.148 3.629
C 0.661 -4.391 0.555
H 3.399 -1.420 -0.637
H 1.682 -4.179 0.236
H -1.137 5.898 -0.117
C 0.792 -0.047 -4.111
C -0.955 4.834 -0.064
N 2.373 -0.752 3.605
N 2.374 -0.851 1.340
C -4.111 2.021 0.052
H 4.087 -1.559 -2.820
C 0.563 2.964 0.021
H -0.144 0.385 -4.440
C -1.725 2.579 0.047
H 0.379 -5.383 0.208
S 0.230 0.283 2.489
N -0.977 -3.616 -1.055
C -2.752 1.568 0.087
O 0.036 0.222 -1.918
H 2.091 1.714 -0.752
H 0.641 -4.362 1.642
C 2.170 -0.762 -2.258
C 1.769 -0.424 -4.998
C 1.952 2.433 0.054
H -1.584 -2.914 -1.447
H 1.905 -0.512 4.458
C -4.425 3.364 0.000
H 2.119 1.912 0.998
H 3.759 -1.229 -5.239
C -2.035 3.937 -0.013
C 2.980 -0.967 -4.538
Br -5.459 0.736 0.070
C 1.769 -0.519 2.417
C -0.234 -3.321 0.012
O -0.249 -2.201 0.538
C 2.453 -0.940 -0.877
H -5.461 3.669 -0.025
Br -3.895 6.119 -0.085
H 2.679 3.235 -0.046
C 3.159 -1.141 -3.194
H 1.612 -0.288 -6.060
Ir -0.332 -0.071 0.164
C 0.324 4.348 -0.048
N -0.464 2.118 0.067
C -3.418 4.314 -0.025
O -2.437 0.364 0.140
*
```

=====

The calculation returns the following DFT total energy values, one per record and in order: -9927.1132; -47178.0251; -6347.9116; -188379.7571 eV.
The calculation returns the following strongest force on any atom values, one per record and in order: 0.061; 0.078; 0.074; 0.062 hartree/bohr.
The calculation returns the following energy relative to the best compared isomer or geometry (same formula, charge and spin) values, one per record and in order: 25.6; 85.1; 66.2; 25.0 kcal/mol.